Record 1
A 9-piece molecular cluster, C3H23NO9 overall at a distorted geometry. Source: the OMol25 dataset; level of theory: ωB97M-V/def2-TZVPD.

As for the spin multiplicity: 1. The value obtained for the energy above the lowest of the compared OMol25 structures with the same formula, charge and spin is 179.9 kJ/mol. Its SMILES is CNCC=O.O.O.O.O.O.O.O.O. The value obtained for the HOMO energy is -9.3 eV. The total energy is -23400.437 eV. As for the LUMO energy: 0.29 eV. The calculation puts the gap between HOMO and LUMO at 9.56 eV.

Geometry as XYZ:
```
36
C3H23NO9 | the OMol25 dataset | ωB97M-V/def2-TZVPD
C -0.26448 1.35717 -1.24100
N -0.12441 1.03834 0.26294
C -0.77440 -0.21526 0.64824
C -2.16534 0.15479 1.23284
O -3.22934 -0.15335 0.76374
H -1.07193 0.90086 -1.67700
H -0.43158 2.38573 -1.40122
H 0.74699 1.10289 -1.65071
H 0.82608 1.11977 0.47687
H -0.23190 -0.43784 1.48370
H -0.98381 -0.84726 -0.13135
H -2.13754 0.95499 2.00567
O -3.43031 0.60399 -1.93366
H -3.29237 1.59111 -2.01491
H -3.59214 0.47111 -0.96161
O 2.60121 1.72566 1.76643
H 2.21029 1.19734 2.44746
H 2.38723 2.50723 2.34680
O 1.39988 -2.93787 0.55915
H 1.22095 -2.94654 -0.38064
H 0.75395 -3.50545 0.98645
O 0.83242 -2.70324 -2.19619
H -0.14145 -2.43766 -1.97825
H 1.03053 -1.86924 -2.68221
O 1.80440 -1.30912 2.84084
H 1.96748 -2.08778 2.24488
H 1.95424 -1.57050 3.72413
O -1.87683 -1.14011 -3.20659
H -1.36422 -0.62566 -3.87090
H -2.44969 -0.48772 -2.77133
O 2.53032 -0.16974 -0.89484
H 2.71289 0.03225 0.11606
H 2.28495 -1.10849 -0.70816
O 0.10768 3.15023 2.32723
H -0.31857 2.49522 1.77573
H 0.50880 3.76413 1.69143
```

Löwdin atomic charge list, values in e, 6 entries: -0.04, -0.08, -0.15, -0.19, 0.03, 0.00

Record 2
A 2-piece molecular cluster, C6H9NO overall at a distorted geometry. Source: the OMol25 dataset; level of theory: ωB97M-V/def2-TZVPD.

As for the spin multiplicity: 1. The value obtained for the energy above the lowest of the compared OMol25 structures with the same formula, charge and spin is 33.0 kJ/mol. Its SMILES is Nc1ccccc1.O. The value obtained for the HOMO energy is -8.5 eV. The total energy is -9905.262 eV. As for the LUMO energy: 0.90 eV. The calculation puts the gap between HOMO and LUMO at 9.43 eV.

Geometry as XYZ:
```
17
C6H9NO | the OMol25 dataset | ωB97M-V/def2-TZVPD
N -2.11841 1.10603 -0.78982
C -1.01786 0.48064 -0.17977
C -0.01410 1.24338 0.41643
C 0.96791 0.73075 1.25289
C 1.03741 -0.67684 1.30800
C 0.06383 -1.48478 0.73191
C -0.98450 -0.87985 0.03975
H -3.00225 0.99580 -0.36550
H -1.92090 2.05705 -1.03778
H -0.00179 2.28297 0.08158
H 1.63345 1.36027 1.81806
H 1.72031 -1.13197 2.01729
H 0.17119 -2.55744 0.70073
H -1.67488 -1.53640 -0.48323
O 1.84459 -0.94292 -2.04324
H 2.26154 -0.09459 -1.95244
H 1.03446 -0.95211 -1.51485
```

Löwdin atomic charge list, values in e, 6 entries: 0.09, -0.34, -0.06, -0.07, -0.11, -0.10

Record 3
C41H53N3O2PPb as an isolated structure at a distorted geometry. Source: the OMol25 dataset; level of theory: ωB97M-V/def2-TZVPD.

As for the spin multiplicity: 1. The total charge is +3. The value obtained for the HOMO energy (spin up / spin down) is -16.3 / -16.3 eV. The total energy is -66448.717 eV. As for the LUMO energy (spin up / spin down): -12.91 / -12.91 eV. The calculation puts the gap between HOMO and LUMO (spin up / spin down) at 3.42 / 3.42 eV.

Geometry as XYZ:
```
101
C41H53N3O2PPb | the OMol25 dataset | ωB97M-V/def2-TZVPD
Pb -0.49801 0.68614 1.33604
O -1.27100 0.23874 5.79849
C -1.20333 0.55373 4.59127
N -1.18018 -0.30827 3.50277
C -2.16698 -1.23696 3.43308
O -3.32844 -1.10342 3.83867
C -1.89853 -2.59191 2.81139
C -2.90822 -3.54889 2.83038
C -3.10142 -4.56708 1.88390
C -2.76490 -4.49051 0.53734
C -1.64159 -3.70082 -0.09247
N -0.76143 -2.70766 2.08278
C -0.95651 1.99065 4.31836
C -1.26252 2.92123 5.34995
C -1.16547 4.30613 5.08871
C -0.81972 4.73107 3.81913
C -0.55790 3.79557 2.82076
N -0.61113 2.48321 3.05235
H -3.70352 -3.34265 3.54881
H -3.70179 -5.48254 2.16763
H -3.41287 -5.09751 -0.13439
H -1.21180 -4.33906 -0.88438
H -1.54962 2.49304 6.32384
H -1.39661 5.02105 5.89461
H -0.81895 5.83274 3.58665
H -0.27119 4.10950 1.83326
C -3.54415 3.24821 -2.29919
C -3.57731 2.24800 -1.19276
C -5.00320 1.61326 -1.09133
C -2.58892 1.13572 -1.43383
C -2.72136 -0.12661 -0.92011
C -1.73274 -1.11070 -1.10693
C -2.29636 -2.53471 -0.85362
C -2.87113 -2.98223 -2.18828
C -0.47937 -3.49270 0.89907
C -0.49672 -0.70294 -1.67285
C -0.48142 0.46616 -2.48949
C -1.48684 1.40019 -2.27559
C 0.56503 0.76855 -3.52577
C 0.36389 2.15059 -4.13820
C 0.51931 -0.27998 -4.63910
C 0.75335 -1.51150 -1.60567
C 0.85034 -2.64964 -2.41656
C 2.05911 -3.33902 -2.64276
C 3.20380 -2.80004 -2.13111
C 3.17545 -1.60049 -1.41398
C 2.00526 -0.99091 -1.02684
P 2.12558 0.27024 0.31204
C 3.32398 -0.43489 1.54201
C 4.84930 -0.53482 1.14388
C 2.91185 -1.89179 1.87382
C 3.23376 0.31007 2.86263
C 2.94459 1.81817 -0.31934
C 3.90024 1.53253 -1.56278
C 3.72193 2.64910 0.73376
C 1.75039 2.67552 -0.74613
H -4.33386 3.99481 -2.18491
H -3.72715 2.83559 -3.33071
H -2.58925 3.75464 -2.32144
H -3.46409 2.73653 -0.21648
H -5.10600 0.91543 -1.94240
H -5.74813 2.38601 -1.15263
H -5.14695 0.96857 -0.23100
H -3.57268 -0.32631 -0.26102
H -3.25191 -2.27113 -0.29146
H -2.22891 -2.63756 -3.01963
H -3.84486 -2.45395 -2.36721
H -2.94717 -4.08873 -2.32901
H 0.38391 -3.12925 0.34122
H -0.25645 -4.50362 1.29442
H 0.06402 -2.25572 2.44776
H -1.45296 2.38435 -2.68665
H 1.59650 0.67257 -3.13515
H -0.65710 2.19958 -4.55444
H 1.02318 2.22591 -4.99769
H 0.59193 2.99217 -3.48232
H -0.26437 -0.06006 -5.38074
H 0.30387 -1.31396 -4.34253
H 1.45108 -0.28012 -5.21849
H -0.04696 -3.04103 -2.82455
H 2.02611 -4.23681 -3.29389
H 4.16517 -3.27629 -2.28471
H 4.10971 -1.10770 -1.07725
H 5.06953 -1.48063 0.61625
H 5.38407 -0.57189 2.09686
H 5.26190 0.34312 0.61523
H 2.70356 -2.48223 1.01559
H 2.03834 -1.90063 2.49898
H 3.62885 -2.41034 2.48219
H 3.73152 1.27431 2.90328
H 3.67876 -0.32548 3.61532
H 2.19644 0.45268 3.13622
H 4.88081 1.14850 -1.24848
H 4.10504 2.50683 -1.98359
H 3.38400 0.92114 -2.35021
H 4.72783 2.22175 0.86503
H 3.20713 2.76446 1.69597
H 3.86617 3.68441 0.36862
H 0.88403 2.14869 -1.13339
H 2.01426 3.46381 -1.49324
H 1.34712 3.20878 0.12838
```

Löwdin atomic charge list, values in e, 6 entries: 1.42, 0.12, -0.42, -0.02, -0.44, 0.16

Record 4
One molecule with the formula C4H6N2S2 at a distorted geometry. Source: the OMol25 dataset; level of theory: ωB97M-V/def2-TZVPD.

As for the spin multiplicity: 1. The value obtained for the energy above the lowest of the compared OMol25 structures with the same formula, charge and spin is 119.2 kJ/mol. Its SMILES is C[C@]1(N)C=NSC1=S. The value obtained for the HOMO energy is -8.7 eV. The total energy is -28894.975 eV. As for the LUMO energy: -0.39 eV. The calculation puts the gap between HOMO and LUMO at 8.34 eV.

Geometry as XYZ:
```
14
C4H6N2S2 | the OMol25 dataset | ωB97M-V/def2-TZVPD
C 0.37267 0.87446 1.11532
C 0.10251 0.02189 -0.11184
N 0.61449 0.72312 -1.25126
C -1.42368 -0.32454 -0.16823
N -1.84290 -1.52505 -0.13426
S -0.45455 -2.58083 -0.01722
C 0.76813 -1.31886 -0.08007
S 2.34441 -1.58925 -0.07204
H 1.43656 1.11353 1.21647
H -0.00217 0.32813 2.00031
H -0.20229 1.80956 0.99073
H 0.23666 1.67249 -1.21900
H 0.20739 0.29746 -2.10045
H -2.15722 0.49790 -0.16846
```

Löwdin atomic charge list, values in e, 6 entries: -0.04, -0.71, 0.07, -0.22, -0.24, 0.92